[1]
DFT (wB97M-V/def2-TZVPD) results for the molecule C5H10O2.

```
17
Properties=species:S:1:pos:R:3:nbo_charge:R:1
C -1.424 -1.366 0.322 -0.623
C -0.624 -0.158 -0.101 0.212
C 0.831 -0.414 -0.508 -0.454
C 1.905 0.311 0.318 -0.052
O 1.659 1.680 0.521 -0.732
C -1.271 1.050 -0.622 -0.107
O -0.899 0.972 0.753 -0.525
H -1.382 -2.169 -0.422 0.216
H -0.999 -1.750 1.257 0.219
H -2.468 -1.101 0.509 0.221
H 0.943 -0.142 -1.564 0.213
H 1.032 -1.490 -0.442 0.214
H 2.851 0.250 -0.230 0.181
H 2.049 -0.220 1.272 0.152
H 0.797 1.728 0.967 0.488
H -2.341 1.082 -0.822 0.185
H -0.659 1.738 -1.207 0.192
```

LUMO energy in Ha: 0.03440
Frontier orbital gap in eV: 10.89


[2]
DFT (wB97M-V/def2-TZVPD) results for a 2-piece molecular cluster, C5H10O2 overall.

```
17
Properties=species:S:1:pos:R:3:nbo_charge:R:1
C 1.833 -0.051 -0.767 -0.209
C 2.686 -0.995 -0.491 -0.366
C -1.924 0.700 -0.570 -0.100
O -2.374 0.067 0.679 -0.747
C -0.446 0.733 -0.320 -0.216
C 0.336 -0.176 -0.850 -0.246
H 2.118 1.017 -0.807 0.199
H 2.585 -1.999 -0.706 0.191
H 3.704 -0.789 -0.048 0.204
H -2.189 -0.030 -1.460 0.190
H -2.325 1.715 -0.647 0.189
H -2.920 0.736 1.189 0.484
H -0.211 1.458 0.539 0.233
H 0.191 -1.006 -1.481 0.219
H -1.090 -0.368 1.826 0.482
H 0.269 -0.530 1.535 0.459
O -0.243 -0.483 2.380 -0.966
```

LUMO energy in Ha: 0.02015
Frontier orbital gap in eV: 9.83


[3]
DFT (wB97M-V/def2-TZVPD) results for the molecule C5H10O2.

```
17
Properties=species:S:1:pos:R:3:nbo_charge:R:1
C 0.940 -0.824 2.019 -0.716
C 0.368 -0.903 0.632 0.575
O -0.475 -1.739 0.324 -0.637
C 0.834 0.119 -0.317 -0.458
C -0.022 0.369 -1.548 -0.450
C -1.289 1.117 -1.121 -0.060
O -1.646 0.753 0.194 -0.729
H 0.859 -1.787 2.512 0.236
H 1.961 -0.445 2.094 0.224
H 0.280 -0.117 2.533 0.252
H 1.604 -0.805 -0.463 0.256
H -1.710 -0.219 0.191 0.486
H 1.271 1.038 0.125 0.237
H 0.526 0.933 -2.314 0.218
H -0.276 -0.616 -1.941 0.224
H -2.114 0.934 -1.820 0.170
H -1.112 2.192 -1.100 0.172
```

LUMO energy in Ha: 0.03340
Frontier orbital gap in eV: 10.58